C22H35ClO2P2Pt as an isolated structure at a distorted geometry, computed with ωB97M-V/def2-TZVPD.

Calculated values
- Charge: +2
- 2S+1: 5
- HOMO level (alpha / beta): -0.4020 / -0.4975 Ha
- Relative energy (zero: lowest compared OMol25 entry of this formula, charge and spin): 131.9 kcal per mole

Geometry (Å):
P1 0.910 -2.972 -1.085
P2 -0.112 2.463 1.300
C1 0.947 1.037 -0.950
C2 0.865 2.295 -0.181
H1 0.124 1.203 -1.675
H2 1.926 0.943 -1.409
H3 1.858 2.696 0.007
H4 0.300 2.975 -0.837
C3 -1.801 2.589 0.671
H5 -2.256 3.539 0.967
H6 -2.387 1.735 1.043
H7 -1.832 2.554 -0.427
C4 1.017 3.529 2.191
H8 1.163 4.505 1.716
H9 2.005 3.054 2.138
H10 0.739 3.722 3.228
C5 -0.380 -4.276 -0.855
H11 -0.744 -4.240 0.187
H12 0.015 -5.285 -1.048
H13 -1.240 -4.106 -1.516
C6 2.699 -2.490 -0.873
H14 2.992 -1.572 -1.396
H15 3.387 -3.280 -1.260
H16 2.864 -2.309 0.197
Pt1 -0.162 -0.669 -1.158
C7 0.377 0.829 -3.795
C8 -0.908 1.202 -3.561
C9 -2.111 0.462 -4.044
C10 -1.826 -1.027 -3.879
C11 -1.144 -1.497 -2.634
C12 0.117 -2.311 -2.845
C13 1.298 -1.572 -3.529
C14 0.996 -0.379 -4.462
C15 0.391 -1.888 0.622
H17 1.097 1.616 -3.596
H18 -1.127 2.208 -3.191
H19 -2.348 0.613 -5.113
H20 -3.005 0.763 -3.491
H21 -2.745 -1.622 -3.822
H22 -1.216 -1.414 -4.695
H23 -1.836 -2.004 -1.910
H24 -0.185 -3.247 -3.347
H25 1.915 -2.289 -4.096
H26 1.950 -1.127 -2.767
H27 2.002 -0.016 -4.780
H28 0.464 -0.686 -5.384
H29 0.983 -1.054 1.081
H30 0.932 -2.802 0.963
H31 -0.589 -1.934 1.113
Cl1 -0.041 1.758 8.576
C16 -0.238 1.254 6.948
C17 -1.394 0.575 6.538
C18 -1.577 0.218 5.195
C19 -0.538 0.547 4.299
C20 0.644 1.191 4.704
C21 0.796 1.545 6.041
C22 -0.864 0.399 2.880
O1 -1.788 -0.270 2.461
O2 0.062 1.012 1.993
H32 -2.132 0.339 7.295
H33 -2.455 -0.381 4.906
H34 1.444 1.306 3.991
H35 1.702 2.044 6.360

***

A 7-piece molecular cluster, C22H35F5O12 overall at a distorted geometry, computed with ωB97M-V/def2-TZVPD.

Calculated values
- HOMO level: -0.3512 Ha
- SMILES: O=C1OC[C@@H](F)O1.O=C1OC[C@@H](F)O1.CCOC(=O)C(F)(F)F.CC(C)=O.CC(C)=O.CC(C)=O.CC(C)=O

Geometry (Å):
C1 0.125 -6.945 -0.796
C2 -0.619 -6.935 0.481
O1 -0.574 -5.724 1.179
C3 0.291 -5.538 2.162
O2 1.253 -6.153 2.548
C4 -0.168 -4.176 2.892
F1 -1.024 -4.434 3.881
F2 0.981 -3.690 3.425
F3 -0.707 -3.320 2.062
H1 -0.092 -6.003 -1.405
H2 -0.235 -7.832 -1.293
H3 1.224 -7.063 -0.739
H4 -0.235 -7.772 1.040
H5 -1.702 -6.913 0.268
C5 -3.672 -0.745 3.652
C6 -2.895 0.471 3.114
O3 -1.770 0.391 2.764
C7 -3.667 1.796 3.153
H6 -3.173 -0.996 4.635
H7 -3.630 -1.664 3.062
H8 -4.696 -0.561 3.809
H9 -3.633 2.150 4.209
H10 -4.715 1.719 2.763
H11 -3.081 2.443 2.476
C8 -0.580 4.764 0.564
C9 -1.874 4.678 -0.163
O4 -2.741 3.959 0.254
C10 -1.898 5.414 -1.487
H12 0.149 4.346 -0.071
H13 -0.561 4.230 1.513
H14 -0.292 5.792 0.751
H15 -1.245 4.913 -2.171
H16 -1.584 6.424 -1.346
H17 -2.882 5.402 -1.946
C11 -2.356 2.343 -2.945
C12 -2.013 1.016 -2.215
O5 -1.033 0.473 -2.578
C13 -2.942 0.554 -1.050
H18 -1.418 2.764 -3.249
H19 -2.965 2.925 -2.212
H20 -2.931 2.207 -3.816
H21 -2.605 1.168 -0.198
H22 -2.889 -0.500 -0.862
H23 -3.999 0.806 -1.315
C14 0.690 -0.033 0.730
C15 2.022 0.519 1.269
O6 2.749 1.179 0.537
C16 2.375 0.217 2.668
H24 -0.104 0.189 1.510
H25 0.897 -1.122 0.631
H26 0.357 0.304 -0.219
H27 3.422 0.585 2.844
H28 2.290 -0.893 2.783
H29 1.670 0.682 3.416
C17 4.801 1.967 -1.344
C18 4.708 3.153 -0.456
O7 3.468 3.746 -0.811
C19 2.900 3.033 -1.783
O8 1.778 3.283 -2.168
O9 3.684 2.062 -2.246
F4 5.628 4.151 -0.756
H30 4.696 1.130 -0.663
H31 5.687 1.984 -1.927
H32 4.768 2.932 0.581
C20 2.161 -0.694 -2.680
C21 1.470 -1.279 -3.868
O10 0.704 -2.379 -3.381
C22 1.230 -2.668 -2.131
O11 0.797 -3.586 -1.494
O12 2.172 -1.802 -1.763
F5 2.459 -1.887 -4.682
H33 1.582 0.121 -2.192
H34 3.208 -0.418 -2.779
H35 0.804 -0.658 -4.428

***

C22H35Ge2S4SbZr as an isolated structure, computed with ωB97M-V/def2-TZVPD.

Calculated values
- HOMO level: -0.3184 Ha
- Relative energy (zero: lowest compared OMol25 entry of this formula, charge and spin): 27.0 kcal per mole

Geometry (Å):
Zr1 -0.026 0.869 -0.695
C1 1.722 -1.657 4.086
C2 1.630 -0.987 2.714
Ge1 -0.223 -0.505 2.240
C3 -0.601 1.342 2.834
C4 -0.343 1.470 4.337
C5 -1.347 -1.771 3.217
C6 -1.958 -2.609 2.371
Ge2 -1.547 -1.992 0.554
C7 -3.156 -1.690 -0.523
C8 -4.037 -2.947 -0.540
C9 -0.141 -2.957 -0.441
C10 -0.538 -4.201 -1.230
C11 -2.846 -3.729 2.748
C12 -3.786 -3.583 3.766
C13 -4.618 -4.639 4.112
C14 -4.519 -5.852 3.448
C15 -3.585 -6.009 2.431
C16 -2.763 -4.952 2.081
H1 2.761 -1.883 4.337
H2 1.164 -2.595 4.108
H3 1.323 -1.022 4.879
H4 2.024 -1.641 1.936
H5 2.222 -0.072 2.675
H6 -1.632 1.586 2.583
H7 0.030 2.050 2.286
H8 -0.952 0.765 4.905
H9 -0.586 2.476 4.683
H10 0.704 1.282 4.582
H11 -1.420 -1.888 4.298
H12 -2.830 -1.412 -1.524
H13 -3.705 -0.850 -0.105
H14 -3.505 -3.827 -0.908
H15 -4.897 -2.791 -1.193
H16 -4.414 -3.184 0.455
H17 0.663 -3.168 0.267
H18 0.258 -2.207 -1.134
H19 -0.890 -5.005 -0.582
H20 0.317 -4.582 -1.791
H21 -1.331 -3.984 -1.949
H22 -3.872 -2.630 4.274
H23 -5.351 -4.512 4.898
H24 -5.171 -6.673 3.717
H25 -3.505 -6.954 1.909
H26 -2.035 -5.057 1.285
S1 0.241 3.180 -1.541
Sb1 -1.940 2.413 -2.259
S2 -0.894 0.219 -2.835
S3 -2.429 1.684 -0.066
S4 -3.279 3.400 -3.728
C17 5.148 -1.301 -0.182
C18 4.649 0.113 0.156
C19 4.997 0.452 1.611
C20 5.295 1.136 -0.788
C21 3.193 0.155 -0.025
C22 1.984 0.196 -0.179
H27 6.231 -1.346 -0.056
H28 4.905 -1.560 -1.212
H29 4.690 -2.039 0.477
H30 6.082 0.442 1.733
H31 4.566 -0.277 2.298
H32 4.629 1.443 1.879
H33 6.380 1.108 -0.666
H34 4.947 2.145 -0.564
H35 5.055 0.914 -1.827

***

A 4-piece molecular cluster, C22H35N3O15P3 overall at a distorted geometry, computed with ωB97M-V/def2-TZVPD.

Calculated values
- Charge: +1
- HOMO level: -0.4584 Ha

Geometry (Å):
C1 -2.686 -4.106 4.583
C2 -2.040 -2.859 3.895
C3 -1.381 -3.353 2.574
C4 -2.460 -3.804 1.556
C5 -0.349 -2.387 2.014
N1 0.918 -2.697 2.234
C6 1.973 -1.980 1.813
P1 3.604 -2.695 2.340
N2 3.508 -2.975 3.898
C7 1.784 -0.845 1.071
C8 2.983 -0.062 0.555
C9 2.938 1.469 0.902
C10 4.245 2.021 1.500
N3 4.854 1.486 2.704
O1 4.763 2.965 0.954
C11 0.444 -0.446 0.798
C12 0.187 0.794 -0.028
O2 -0.664 1.618 0.190
O3 1.046 0.944 -1.056
C13 -0.624 -1.213 1.292
P2 -2.388 -0.692 0.995
P3 -2.978 0.682 2.569
O4 -2.757 0.154 3.922
O5 -2.311 2.159 2.493
O6 -4.541 0.940 2.332
H1 -2.231 -5.049 4.262
H2 -3.743 -4.163 4.288
H3 -2.696 -4.005 5.672
H4 -1.319 -2.390 4.570
H5 -2.874 -2.215 3.612
H6 -0.820 -4.266 2.842
H7 -2.248 -3.533 0.516
H8 -3.430 -3.355 1.796
H9 -2.611 -4.889 1.594
H10 1.100 -3.547 2.772
H11 4.672 -1.801 2.131
H12 3.860 -3.923 1.685
H13 2.594 -2.685 4.236
H14 3.060 -0.171 -0.536
H15 3.924 -0.444 0.954
H16 2.796 1.993 -0.044
H17 2.070 1.738 1.522
H18 4.156 1.583 3.442
H19 5.083 0.505 2.574
H20 0.589 1.442 -1.752
H21 -2.344 -0.022 -0.249
H22 -1.442 2.048 2.908
H23 -4.900 1.447 3.077
C14 1.157 0.069 -5.930
C15 1.736 1.334 -5.348
O7 1.964 0.971 -3.978
C16 2.089 -0.382 -3.932
O8 2.451 -0.985 -2.971
O9 1.749 -0.946 -5.109
H24 1.419 -0.073 -6.974
H25 0.071 0.017 -5.827
H26 2.688 1.610 -5.804
H27 1.054 2.178 -5.419
C17 -6.841 0.220 -0.211
C18 -7.535 1.560 -0.200
O10 -8.790 1.264 -0.809
C19 -9.032 -0.064 -0.639
O11 -10.060 -0.596 -0.881
O12 -7.929 -0.699 -0.152
H28 -6.173 0.086 0.637
H29 -6.282 0.046 -1.135
H30 -7.711 1.933 0.812
H31 -6.998 2.319 -0.766
C20 4.713 4.627 -3.562
C21 5.651 3.499 -3.919
O13 5.140 3.058 -5.180
C22 4.457 4.095 -5.734
O14 4.049 4.109 -6.848
O15 4.300 5.106 -4.844
H32 5.198 5.415 -2.992
H33 3.833 4.282 -3.014
H34 6.680 3.837 -4.055
H35 5.637 2.692 -3.190

***

C22H35NO3P2SW as an isolated structure at a distorted geometry, computed with ωB97M-V/def2-TZVPD.

Calculated values
- Charge: +2
- 2S+1: 3
- HOMO level (alpha / beta): -0.5296 / -0.5311 Ha
- Relative energy (zero: lowest compared OMol25 entry of this formula, charge and spin): 34.1 kcal per mole

Geometry (Å):
P1 -0.514 -2.676 -2.013
P2 0.555 0.805 -2.721
C1 -1.074 -1.466 -3.301
C2 0.089 -0.623 -3.823
H1 -1.875 -0.853 -2.858
H2 -1.556 -2.049 -4.098
H3 1.007 -1.200 -3.999
H4 -0.188 -0.169 -4.786
C3 -0.821 1.914 -3.239
H5 -0.667 2.922 -2.841
H6 -1.798 1.546 -2.912
H7 -0.810 1.976 -4.334
C4 1.830 1.606 -3.787
H8 1.455 1.685 -4.817
H9 2.738 0.991 -3.763
H10 2.058 2.607 -3.395
C5 -1.514 -4.153 -2.434
H11 -1.535 -4.874 -1.607
H12 -1.072 -4.637 -3.317
H13 -2.540 -3.829 -2.657
C6 1.179 -3.184 -2.498
H14 1.896 -2.361 -2.394
H15 1.121 -3.503 -3.547
H16 1.517 -4.018 -1.875
W1 -0.512 -2.128 0.070
C7 -0.146 4.005 -0.304
C8 -1.191 3.189 -0.454
C9 -1.219 1.733 -0.023
C10 0.147 1.028 -0.119
C11 1.106 1.590 -1.180
C12 2.245 2.256 -0.865
C13 2.310 3.195 0.287
C14 0.950 3.849 0.704
C15 0.576 -3.743 0.773
H17 -0.093 4.927 -0.892
H18 -2.136 3.545 -0.896
H19 -1.984 1.200 -0.621
H20 -1.569 1.639 1.022
H21 0.640 1.121 0.849
H22 -0.040 -0.208 -0.196
H23 -2.130 -2.338 0.482
H24 3.192 2.032 -1.370
H25 3.022 4.010 0.070
H26 2.705 2.651 1.163
H27 0.578 3.336 1.599
H28 1.211 4.875 0.996
H29 1.387 -3.394 1.430
H30 0.966 -4.435 0.022
H31 -0.159 -4.265 1.405
O1 1.769 0.136 2.421
S1 0.940 -0.954 2.899
O2 1.548 -2.216 3.231
N1 -0.554 -1.132 1.986
C16 -1.704 -1.011 2.769
O3 -2.808 -1.324 2.307
C17 -1.350 -0.531 4.123
C18 -2.196 -0.229 5.200
C19 -1.645 0.215 6.402
C20 -0.253 0.357 6.553
C21 0.599 0.029 5.488
C22 0.018 -0.409 4.300
H32 -3.271 -0.346 5.076
H33 -2.286 0.459 7.252
H34 0.172 0.723 7.494
H35 1.683 0.106 5.565

***

A 2-piece molecular cluster, C22H35NO6P overall at a distorted geometry, computed with ωB97M-V/def2-TZVPD.

Calculated values
- 2S+1: 2
- HOMO level (alpha / beta): -0.3037 / -0.3038 Ha
- Relative energy (zero: lowest compared OMol25 entry of this formula, charge and spin): 170.6 kcal per mole

Geometry (Å):
C1 4.099 -2.018 -0.570
C2 3.848 -0.439 -0.642
C3 4.854 0.511 -1.358
C4 4.630 2.034 -1.484
C5 3.353 2.662 -0.844
C6 2.332 1.733 -0.122
C7 2.575 0.186 -0.024
C8 1.418 -0.655 0.704
C9 0.083 -0.859 -0.190
C10 -0.602 -2.262 0.201
P1 0.468 -3.777 -0.105
O1 1.332 -3.728 -1.370
O2 -0.606 -5.109 -0.294
O3 1.490 -4.178 1.214
C11 -0.971 0.299 0.306
C12 -1.915 0.860 -0.864
C13 -1.359 2.266 -1.486
C14 -3.320 1.276 -0.137
N1 -2.287 -0.140 -1.907
O4 -3.157 0.381 -2.766
C15 -1.103 -0.722 -2.614
C16 -0.774 0.000 -4.036
C17 -1.503 -2.251 -2.997
C18 0.280 -0.628 -1.764
H1 3.755 -2.377 0.456
H2 5.226 -2.179 -0.693
H3 3.557 -2.555 -1.437
H4 5.773 0.003 -1.832
H5 5.411 2.649 -2.060
H6 3.210 3.783 -0.967
H7 1.401 2.236 0.318
H8 1.086 -0.119 1.679
H9 1.907 -1.633 1.054
H10 -0.799 -2.223 1.343
H11 -1.635 -2.425 -0.274
H12 -0.901 -5.376 0.606
H13 2.340 -4.479 0.806
H14 -0.422 1.166 0.798
H15 -1.660 -0.210 1.084
H16 -1.928 3.131 -0.979
H17 -1.532 2.355 -2.607
H18 -0.256 2.411 -1.177
H19 -3.811 2.027 -0.865
H20 -3.973 0.358 0.034
H21 -3.068 1.862 0.812
H22 0.101 -0.618 -4.477
H23 -0.362 1.054 -3.881
H24 -1.630 -0.072 -4.783
H25 -1.679 -2.315 -4.127
H26 -0.690 -3.011 -2.742
H27 -2.485 -2.530 -2.453
H28 0.690 0.431 -1.985
H29 1.052 -1.342 -2.246
O5 0.104 1.256 2.888
C19 -0.848 1.643 3.519
O6 -2.068 1.897 2.976
C20 -2.932 2.443 3.980
C21 -2.339 2.001 5.297
C22 -0.857 1.958 4.990
H30 -2.944 3.532 3.875
H31 -3.945 2.063 3.840
H32 -2.596 2.660 6.128
H33 -2.691 0.994 5.543
H34 -0.380 2.928 5.149
H35 -0.350 1.181 5.561

***

A 7-piece molecular cluster, C22H36Br6O12 overall at a distorted geometry, computed with ωB97M-V/def2-TZVPD.

Calculated values
- Charge: +1
- 2S+1: 2
- HOMO level (alpha / beta): -0.4356 / -0.4356 Ha
- Relative energy (zero: lowest compared OMol25 entry of this formula, charge and spin): 23.5 kcal per mole

Geometry (Å):
Br1 -0.862 2.084 6.159
C1 -2.573 1.769 5.170
C2 -2.839 2.944 4.166
Br2 -4.340 2.581 2.857
H1 -3.301 1.699 5.978
H2 -2.553 0.812 4.648
H3 -1.902 3.126 3.640
H4 -2.958 3.862 4.741
Br3 0.871 2.270 -1.703
C3 1.026 3.290 -3.401
C4 0.867 2.582 -4.671
Br4 -1.086 2.498 -4.789
H5 1.971 3.830 -3.352
H6 0.309 4.110 -3.365
H7 1.421 1.645 -4.739
H8 1.114 3.255 -5.493
Br5 -2.931 2.555 -0.943
C5 -3.954 1.618 -2.441
C6 -5.106 0.827 -1.821
Br6 -5.926 -0.064 -3.321
H9 -3.331 0.979 -3.067
H10 -4.301 2.535 -2.917
H11 -5.891 1.480 -1.441
H12 -4.830 -0.005 -1.173
C7 -3.737 -2.723 -3.951
C8 -2.530 -2.423 -3.048
C9 -1.770 -3.503 -2.244
O1 -0.420 -3.192 -2.441
C10 -0.268 -2.283 -3.423
O2 0.753 -1.810 -3.903
O3 -1.537 -1.779 -3.791
H13 -4.509 -3.062 -3.260
H14 -3.542 -3.407 -4.777
H15 -4.128 -1.836 -4.449
H16 -2.836 -1.745 -2.251
H17 -1.936 -4.567 -2.418
H18 -1.968 -3.275 -1.197
C11 -0.602 1.557 1.607
C12 -1.364 0.310 1.913
C13 -1.557 -0.642 0.709
O4 -0.617 -1.649 0.873
C14 -0.128 -1.553 2.110
O5 0.712 -2.353 2.546
O6 -0.490 -0.448 2.714
H19 -1.112 2.353 1.065
H20 0.233 1.295 0.958
H21 -0.097 2.010 2.460
H22 -2.272 0.562 2.461
H23 -1.346 0.060 -0.098
H24 -2.613 -0.896 0.803
C15 3.254 -1.615 0.053
C16 3.924 -2.635 -0.849
C17 2.955 -3.563 -1.603
O7 3.492 -3.619 -2.926
C18 4.301 -2.580 -3.103
O8 4.759 -2.304 -4.245
O9 4.608 -2.028 -1.943
H25 2.404 -1.058 -0.340
H26 4.003 -0.910 0.414
H27 2.868 -2.131 0.932
H28 4.541 -3.277 -0.220
H29 2.004 -3.051 -1.746
H30 2.818 -4.574 -1.219
C19 3.088 2.662 4.590
C20 2.927 1.140 4.063
C21 2.973 0.596 2.636
O10 4.284 0.255 2.440
C22 4.919 0.205 3.708
O11 6.048 -0.112 3.819
O12 4.087 0.562 4.613
H31 4.055 3.047 4.268
H32 3.126 2.628 5.679
H33 2.391 3.377 4.152
H34 2.058 0.727 4.576
H35 2.498 1.304 1.956
H36 2.398 -0.329 2.607